97
Properties=species:S:1:pos:R:3:forces:R:3:mulliken_charge:R:1 method="wB97M-V/def2-TZVPD" e_tot_ha=-3134.04164 de_lowest_kcal_mol=0.0 gap_ha=0.2731 lumo_ev=-0.038
Y -0.5991 0.0796 0.8138 0.0444 -0.3703 -0.0199 0.706
I -0.4414 2.3468 8.4127 0.0214 0.0005 0.0682 0.040
C -0.8774 1.8326 6.4412 -0.0203 -0.0906 -0.1471 -0.510
C -1.4957 2.7541 5.6115 -0.0302 0.0939 -0.0141 -0.313
C -1.7725 2.4186 4.2947 0.1023 -0.0723 0.2123 -0.215
I -2.6533 3.7941 3.0121 -0.0336 0.0444 -0.0626 -0.015
C -1.4376 1.1597 3.7749 0.2079 -0.1328 -0.1596 -1.286
O -1.6430 0.8396 2.5330 -0.5810 0.2167 0.3424 0.497
C -0.8148 0.2336 4.6450 -0.1040 0.1323 -0.1051 1.328
C -0.4571 -1.1086 4.0763 0.0350 -0.0150 0.0276 -1.153
N 0.4996 -0.9985 2.9516 -0.0779 0.0812 -0.0596 0.109
C 1.7692 -0.4120 3.3731 0.0661 -0.0104 0.0427 -1.914
C 1.8794 1.0707 3.0996 0.0433 0.1176 0.1498 1.136
C 2.8202 1.8249 3.7939 -0.0718 -0.0184 -0.0068 -1.054
C 2.9247 3.1771 3.5263 -0.0030 0.0228 0.0011 -0.525
C 2.0883 3.7400 2.5737 0.0051 -0.0104 0.0216 -1.060
C 1.1854 2.9189 1.9236 -0.0725 0.0307 0.0017 -0.793
N 1.0832 1.6128 2.1830 -0.0247 -0.2565 -0.2737 1.207
C -0.5404 0.5736 5.9555 0.0252 0.0238 0.1273 -0.606
H -1.7573 3.7363 5.9818 0.0059 -0.0110 0.0004 0.397
H -1.3406 -1.6166 3.6917 -0.0413 0.0102 -0.0031 0.251
H -0.0376 -1.7357 4.8720 0.0132 -0.0108 -0.0064 0.484
H 0.6582 -1.9253 2.5773 0.0254 -0.0806 0.0912 0.107
H 2.5908 -0.9235 2.8667 -0.0315 0.0235 -0.0974 0.605
H 1.9265 -0.5627 4.4472 0.0283 -0.0426 0.0038 0.596
H 3.4399 1.3508 4.5447 0.0017 0.0181 0.0016 0.535
H 3.6415 3.7882 4.0602 -0.0033 -0.0083 0.0031 0.454
H 2.1283 4.7943 2.3392 -0.0069 -0.0062 -0.0086 0.502
H 0.5160 3.2924 1.1584 0.0270 0.0281 0.0070 0.546
H -0.0571 -0.1491 6.6038 -0.0043 0.0174 0.0038 0.447
O -2.3994 -1.5372 1.0287 -0.1075 0.2220 -0.0711 -0.347
C -3.6894 -1.0973 1.4134 0.0524 0.0600 -0.0549 -1.068
C -4.0549 0.0927 0.5674 -0.0594 -0.0508 0.0520 0.622
C -5.3850 0.4119 0.3347 0.0044 0.0073 -0.0017 -0.957
C -5.6810 1.5559 -0.3852 0.0045 0.0212 -0.0121 -0.572
C -4.6386 2.3474 -0.8371 0.0341 -0.0095 0.0002 -1.116
C -3.3420 1.9493 -0.5643 -0.0003 -0.0065 -0.0094 -0.636
N -3.0485 0.8334 0.1079 0.1415 0.0435 0.0186 1.527
H -2.1017 -2.3156 1.5536 0.0716 -0.1424 0.0511 0.204
H -3.6900 -0.7871 2.4635 -0.0029 0.0030 0.0125 0.283
H -4.4205 -1.8972 1.2781 -0.0161 -0.0117 -0.0111 0.664
H -6.1692 -0.2307 0.7138 0.0075 -0.0007 -0.0011 0.531
H -6.7089 1.8269 -0.5900 0.0004 -0.0092 0.0069 0.429
H -4.8120 3.2542 -1.3991 -0.0130 -0.0095 0.0065 0.571
H -2.5038 2.5498 -0.8912 -0.0249 0.0013 0.0067 0.501
O -0.5685 -0.4644 -1.5483 0.0529 -0.1744 0.0454 0.014
C -0.5749 0.5790 -2.5243 -0.0092 0.1112 0.0691 4.113
C -0.3463 1.9325 -1.7679 0.0808 0.0612 -0.1241 -1.145
O -0.2749 2.9658 -2.4107 -0.0348 -0.0953 0.0307 -0.699
O -0.2502 1.8330 -0.4921 -0.0072 0.0660 0.0671 -0.133
C 0.5608 0.3428 -3.5105 0.0914 -0.0139 0.0720 -0.234
C 0.3823 -0.5154 -4.5885 0.0246 -0.0009 -0.0079 -0.091
C 1.4439 -0.8194 -5.4296 -0.0561 -0.0300 -0.0084 -0.963
C 2.6920 -0.2611 -5.2044 0.0576 0.0186 -0.0206 -0.538
C 2.8778 0.5990 -4.1309 -0.0031 0.0262 0.0051 -0.947
C 1.8211 0.8934 -3.2835 -0.0631 -0.0297 -0.0834 -0.393
C -1.9397 0.6079 -3.2033 0.0440 0.1277 -0.1035 -1.033
C -2.9112 -0.3414 -2.9151 0.0650 -0.0241 0.0186 0.134
C -4.1554 -0.2820 -3.5304 -0.0356 -0.0388 0.0289 -0.986
C -4.4386 0.7244 -4.4384 -0.0108 0.0413 -0.0360 -0.532
C -3.4635 1.6686 -4.7399 -0.0241 -0.0208 -0.0072 -1.050
C -2.2203 1.6091 -4.1326 -0.0416 0.0009 0.0139 -0.172
H 0.0763 -1.1871 -1.7715 -0.0347 0.1651 -0.0001 0.047
H -0.5943 -0.9449 -4.7747 -0.0058 -0.0033 0.0068 0.481
H 1.2896 -1.4886 -6.2668 0.0067 0.0064 0.0049 0.412
H 3.5171 -0.4876 -5.8691 -0.0089 0.0046 0.0113 0.441
H 3.8479 1.0481 -3.9544 0.0009 -0.0205 0.0057 0.430
H 1.9705 1.5764 -2.4566 0.0050 0.0096 0.0069 0.582
H -2.6943 -1.1215 -2.1981 -0.0101 0.0035 0.0139 0.311
H -4.9049 -1.0268 -3.2906 0.0039 0.0141 -0.0079 0.423
H -5.4104 0.7730 -4.9142 0.0119 -0.0015 0.0027 0.407
H -3.6704 2.4551 -5.4553 -0.0125 -0.0080 0.0081 0.425
H -1.4655 2.3518 -4.3530 -0.0079 -0.0233 -0.0024 0.482
O -1.1117 -3.5841 2.0645 0.1030 -0.0672 0.0480 -0.751
C -0.3465 -3.6996 1.1003 -0.1357 -0.0527 -0.0499 0.076
C 0.2599 -5.0265 0.6690 -0.0329 0.0529 0.0818 -0.774
C 0.9932 -4.6620 -0.6097 -0.0125 0.0134 -0.0496 -0.580
C 0.7192 -3.1719 -0.7544 0.1912 -0.0410 0.2030 -0.279
O 1.1047 -2.5203 -1.7266 -0.2183 -0.0498 -0.0072 -0.701
N 0.0251 -2.6676 0.3037 -0.0108 0.0837 -0.2059 0.645
H -0.5328 -5.7611 0.5358 -0.0144 0.0123 0.0105 0.311
H 0.9062 -5.3873 1.4694 0.0120 -0.0254 -0.0152 0.279
H 0.6250 -5.1762 -1.4965 -0.0029 -0.0189 0.0012 0.344
H 2.0714 -4.8210 -0.5667 -0.0017 0.0167 -0.0061 0.219
N 1.7865 -0.3704 0.2638 0.3370 0.0372 -0.0594 -0.190
C 2.7998 -0.5256 -0.2489 -0.1962 0.0819 0.0333 0.968
C 4.0402 -0.7298 -0.9264 0.1027 -0.1180 -0.1005 -0.351
C 5.1744 -0.0231 -0.5300 0.0023 -0.0031 -0.0504 -0.567
C 6.3615 -0.2264 -1.2114 0.0104 0.0212 0.0084 -0.646
C 6.4081 -1.1249 -2.2702 0.0251 -0.0079 -0.0228 -0.410
C 5.2728 -1.8235 -2.6574 -0.0119 -0.0007 0.0134 -0.809
C 4.0742 -1.6320 -1.9904 0.1152 0.0061 0.0157 -0.285
H 5.1158 0.6787 0.2915 -0.0074 -0.0064 0.0044 0.578
H 7.2503 0.3167 -0.9197 -0.0061 -0.0013 -0.0001 0.414
H 7.3388 -1.2786 -2.8011 0.0000 0.0046 0.0082 0.416
H 5.3168 -2.5143 -3.4889 0.0008 0.0048 0.0022 0.464
H 3.1695 -2.1524 -2.2777 0.0339 0.0429 -0.0070 0.707

=====

23
Properties=species:S:1:pos:R:3:forces:R:3:mulliken_charge:R:1 method="wB97M-V/def2-TZVPD" e_tot_ha=-367.50046 de_lowest_kcal_mol=82.1 gap_ha=0.3061 lumo_ev=0.723
C 0.7893 0.6638 -0.3507 5.7026 -0.1494 -0.2463 0.656
C -1.0544 -0.7438 0.9368 2.6653 -0.5226 -0.0070 0.537
C 0.7814 -0.4712 0.5408 -6.0757 -0.8955 1.9081 -1.164
C 2.7428 0.4912 -0.5119 -1.4469 1.4660 -0.9705 -1.243
C -1.6126 -1.8081 0.0113 -0.1318 -0.1856 -0.1872 -1.400
C -1.9577 0.4694 1.0255 0.0365 0.3737 0.0594 -1.374
N 0.1711 0.5340 -1.5907 -0.7542 0.0233 -1.6062 -0.445
O 0.5682 1.8648 0.2668 -0.4966 0.3189 0.3548 -0.487
H 0.4187 2.5706 -0.3777 0.2346 -0.3080 0.0748 0.351
H -0.9305 -1.1695 1.9375 -0.2114 -0.0087 -0.0234 0.291
H -0.3628 1.3391 -1.8927 -0.0415 -0.0234 0.2977 0.208
H 0.7537 0.2698 -2.3738 0.1801 -0.1893 0.3714 0.212
H 1.1799 -0.2637 1.5277 0.4084 -0.0153 -0.2253 0.356
H 1.0670 -1.4220 0.1035 0.1480 0.2480 -0.0013 0.431
H 3.3022 -0.4086 -0.2498 -0.7115 -0.2883 0.2745 0.358
H 2.9860 0.6902 -1.5592 -0.0085 0.1846 -0.0886 0.407
H 3.1205 1.3191 0.0918 -0.1101 -0.0138 -0.0037 0.289
H -2.9423 0.2079 1.4413 0.2136 -0.2128 -0.0632 0.462
H -1.7263 -1.4382 -1.0134 0.1581 -0.0007 0.1225 0.252
H -2.6118 -2.1411 0.3273 0.1342 0.0979 0.0902 0.409
H -0.9767 -2.6995 -0.0119 -0.0435 0.1125 -0.0406 0.360
H -2.1624 0.9056 0.0412 0.1643 0.0122 0.0924 0.233
H -1.5432 1.2404 1.6801 -0.0139 -0.0238 -0.1826 0.299

=====

90
Properties=species:S:1:pos:R:3:forces:R:3:lowdin_spin:R:1 method="wB97M-V/def2-TZVPD" e_tot_ha=-2876.81396 multiplicity=7 total_charge=+2 gap_ha="0.3794 / 0.3112" lumo_ev="-3.840 / -6.084"
Mn 0.6248 -0.3723 -0.6257 -0.1827 -0.1260 0.3490 4.706
C -2.3279 2.8806 -1.2824 1.9830 -0.7582 0.1605 0.004
C -2.2520 2.8214 0.2863 -0.8448 -0.7189 -1.4286 0.027
C -3.5852 3.3917 0.6633 -0.1211 0.1123 0.1013 0.003
C -3.8793 3.1943 2.1149 -1.2538 2.2221 -0.3705 0.000
C -4.0712 1.7531 2.4092 0.5643 -0.0614 1.5246 0.001
C -2.7935 0.9274 2.0571 -1.4385 -0.9853 0.4502 0.035
N -2.2675 1.3759 0.7559 4.9161 -1.8342 -2.7668 0.515
O -1.1877 0.5368 0.0881 -4.7698 3.2915 3.2533 0.407
C -3.3366 -0.4630 1.8361 0.2988 -1.0299 0.0621 0.013
C -1.7915 0.8482 3.2705 0.8385 1.0141 -2.0508 0.026
C -1.0247 3.4585 0.9192 0.9580 0.2148 0.0692 0.020
H -1.3862 2.4757 -1.6532 -0.0091 -0.1929 -0.2517 -0.001
H -2.3872 3.8832 -1.7058 -0.1522 0.2250 0.5897 0.000
H -3.1244 2.2963 -1.7431 -0.1281 -0.0872 0.5160 0.000
H -4.3407 2.8565 0.0881 -0.1169 0.0182 -0.0905 0.001
H -3.5893 4.4133 0.2832 -0.1295 0.1937 0.4384 0.000
H -4.7582 3.8050 2.3214 -0.4638 -0.3823 0.2012 0.000
H -3.1497 3.7428 2.7108 0.4470 -0.6392 0.3122 0.000
H -4.9942 1.2578 2.1077 0.1040 0.4303 -1.3468 0.000
H -4.3063 1.6877 3.4716 0.8445 -0.2466 0.4704 0.000
H -3.8103 -0.6760 2.7944 -0.1578 -0.6464 -0.1767 0.001
H -2.5566 -1.1879 1.6034 0.1617 0.1630 0.4100 0.000
H -4.0430 -0.5767 1.0138 -0.2485 0.4666 0.1333 0.000
H -2.2447 0.8537 4.2618 -0.1551 -0.2610 -0.3556 0.002
H -1.1330 1.7105 3.1657 -0.0506 0.3164 0.4610 0.000
H -1.1042 0.0269 3.0674 -0.2760 -0.3711 0.3966 0.001
H -0.1725 2.8154 0.6996 0.0999 -0.0618 -0.0625 0.000
H -1.0403 3.5843 2.0017 -0.4980 -0.3923 0.0826 0.000
H -0.7350 4.4596 0.6000 -0.5166 0.0529 -0.6340 0.004
C -0.1531 -1.6027 -4.3601 -0.2001 0.5128 -0.3511 0.001
C -1.0080 -1.6093 -3.1635 -1.2097 0.4514 0.9576 0.010
O -0.4570 -1.3976 -2.0848 -0.5231 -0.0829 0.9791 0.036
N -2.3425 -1.7216 -3.2840 -0.0299 -0.2835 -1.7942 0.005
C -3.4033 -1.4815 -2.3412 0.1834 0.3746 1.4355 0.000
H 0.6394 -0.9446 -4.0037 0.3825 -0.3020 -0.6050 0.000
H -0.7000 -1.0981 -5.1565 0.2958 -0.3622 -0.3999 0.000
H 0.1934 -2.6044 -4.6141 0.0604 0.1945 -0.1855 0.000
H -2.6502 -1.8274 -4.2402 0.0491 -0.1504 0.0442 0.000
H -2.9961 -0.8012 -1.5932 -0.1163 -0.0594 0.2736 0.000
H -3.7671 -2.3775 -1.8384 0.2715 -0.1536 -0.0586 0.000
H -4.2974 -1.0087 -2.7478 0.3887 0.0456 -0.6068 0.000
C 1.4488 -4.5919 -0.3097 -0.1562 0.9915 0.4352 0.001
C 0.3512 -3.6463 0.0716 -2.0952 -1.3936 0.1623 0.006
O 0.4800 -2.4625 0.2982 0.2638 1.1938 0.3050 0.024
N -0.8130 -4.3118 0.2788 -0.3734 -1.6370 -0.5032 0.003
C -2.1660 -3.8722 0.4667 -0.5022 1.5555 -0.0451 0.000
H 1.2182 -5.1803 -1.1978 0.2343 0.2832 -0.1019 0.000
H 1.4742 -5.2706 0.5428 0.7550 -0.0835 -0.0826 0.000
H 2.2745 -3.8842 -0.3833 0.5923 -0.9525 -0.2504 0.000
H -0.8365 -5.2476 -0.1005 0.5514 -0.0929 0.1821 0.000
H -2.8611 -4.5486 0.9643 0.7783 -0.4519 0.4090 0.000
H -2.6464 -3.7278 -0.5010 0.0677 0.4587 -0.1124 0.000
H -2.1383 -2.9431 1.0359 -0.2357 -0.0538 -0.2495 0.000
C 3.5201 -1.9936 -3.4144 0.3878 -0.0476 1.1827 0.002
C 3.3012 -1.7374 -1.8557 -0.1235 -0.9482 -3.1150 0.009
O 2.2667 -1.2332 -1.4806 -0.2183 0.7478 0.4666 0.038
N 4.2383 -2.2336 -1.0720 1.6078 -0.5805 -1.8051 0.004
C 4.3725 -2.0859 0.3209 -0.2128 -0.0087 1.5637 0.000
H 3.3364 -3.0393 -3.6612 -0.1098 -0.1426 0.2826 0.000
H 4.5630 -1.8186 -3.6785 0.0089 0.1522 -0.0199 0.000
H 2.8803 -1.4128 -4.0788 0.0128 0.2308 0.5400 0.000
H 4.9667 -2.6953 -1.5976 0.1893 0.0916 0.2931 0.000
H 4.7837 -1.1202 0.6150 -0.4839 0.3418 -0.0753 0.000
H 5.0908 -2.7773 0.7615 -0.2237 -0.4177 -0.4052 0.000
H 3.3771 -2.2814 0.7197 0.1700 0.3928 0.6043 0.000
C 1.2851 3.8423 -1.9771 -0.0524 0.5633 -0.2265 0.001
C 1.8977 2.5863 -1.4249 -0.1735 0.3499 -1.0320 0.007
O 1.3319 1.4955 -1.4688 -0.3116 -0.4400 0.3585 0.035
N 3.1565 2.7700 -1.0547 0.9450 1.2894 -0.3798 0.003
C 4.1323 1.8051 -0.6397 -0.0187 -0.1809 0.7590 0.000
H 0.2084 3.8061 -2.1429 0.2357 -0.1404 0.2881 0.000
H 1.7539 4.0550 -2.9379 -0.0263 -0.2529 -0.2337 0.000
H 1.5784 4.7071 -1.3819 -0.3454 0.0066 0.2471 0.000
H 3.5154 3.7015 -1.2085 -0.1669 -0.0487 0.0336 0.000
H 5.0456 2.3057 -0.3180 -0.2556 0.2737 0.1652 0.000
H 4.4795 1.1383 -1.4290 -0.5849 -0.3664 0.0455 0.000
H 3.6415 1.3673 0.2296 0.7259 -1.0289 -0.2132 0.000
C 2.3932 1.8333 2.4886 -1.2131 1.9633 0.2097 0.001
C 1.8293 0.4960 2.2636 1.9091 -0.0910 1.3809 0.008
O 1.7155 -0.0044 1.1677 -0.7384 -0.6542 -1.9773 0.034
N 1.7018 -0.2286 3.3602 0.4721 0.1528 1.6984 0.005
C 1.5961 -1.6434 3.3787 -0.6567 -1.1226 -0.3326 0.000
H 3.3624 1.8705 2.9861 -0.0526 -0.2407 -0.2150 0.000
H 1.6646 2.3153 3.1405 0.1775 0.3024 0.4979 0.000
H 2.3358 2.4711 1.6065 0.4165 -0.2999 -0.1752 0.000
H 1.8971 0.1180 4.2885 0.0251 0.8304 -0.4600 0.000
H 0.5415 -1.8489 3.1950 0.1367 -0.8892 -0.0440 0.000
H 1.9222 -2.0353 4.3422 -0.2995 0.1777 0.0486 0.000
H 2.2422 -2.1150 2.6383 -0.2875 0.1066 -0.2401 0.000